(1)
The following is a quantum chemistry calculation of a cluster of 2 separate species, C11H25BrCl2IN4O3P2 in total, from the OMol25 dataset.

Last column: Löwdin charge in e.
Cartesian coordinates (Å):
C  -0.3253  -4.4515  -0.6343  -0.103
C  -1.7160  -3.9176  -0.8012  -0.696
Cl  -2.9660  -4.8246  -0.0427  0.830
C  -1.9840  -2.8008  -1.4739  -0.696
Cl  -0.6810  -1.9319  -2.1494  0.808
N  -3.3754  -2.2748  -1.6119  -0.227
C  -4.3067  -3.1782  -2.3648  -0.279
C  -5.4985  -3.5369  -1.4962  -0.909
O  -5.5919  -3.2387  -0.3465  -0.010
I  -7.0438  -4.5705  -2.5084  0.961
P  -3.6477  -0.5585  -2.4473  0.609
O  -2.6010  0.3572  -1.6574  -0.347
Br  -2.8367  -0.8369  -4.4462  0.448
H  -0.3278  -5.3339  -0.0051  0.077
H  0.3204  -3.6722  -0.2280  0.080
H  0.0888  -4.6897  -1.6160  0.094
H  -3.7267  -2.1307  -0.6539  0.131
H  -4.6918  -2.6989  -3.2661  0.061
H  -3.7720  -4.0784  -2.6593  0.130
H  -3.0810  0.9068  -1.0185  0.082
O  2.1495  0.6390  -0.8395  -0.295
P  2.0607  1.6929  0.2015  0.612
N  3.5024  1.5678  1.0726  -0.325
C  3.7397  1.2600  2.4648  -0.113
C  4.7151  1.7608  0.2856  -0.114
N  0.6365  1.1649  1.0336  -0.298
C  0.5216  1.0658  2.4748  -0.137
C  -0.0891  0.0844  0.3897  -0.191
N  1.7589  3.3072  0.4553  -0.305
C  2.5790  4.2119  1.2489  -0.092
C  0.4408  3.8400  0.1255  -0.114
H  4.2996  2.0636  2.9611  0.087
H  4.3216  0.3387  2.5698  0.090
H  2.8279  1.1323  3.0338  0.040
H  4.8274  2.7993  -0.0518  0.072
H  4.7172  1.1230  -0.6008  0.076
H  5.5934  1.5098  0.8777  0.086
H  1.0389  0.1863  2.8767  0.082
H  -0.5322  0.9815  2.7569  0.080
H  0.8927  1.9646  2.9701  0.078
H  0.3756  -0.8963  0.5686  0.078
H  -0.1431  0.2466  -0.6782  0.013
H  -1.1186  0.0472  0.7698  0.073
H  2.3866  4.0858  2.3183  0.086
H  2.3471  5.2441  0.9844  0.085
H  3.6405  4.0838  1.0606  0.065
H  -0.2319  3.7936  0.9871  0.083
H  -0.0119  3.2830  -0.6934  0.074
H  0.5179  4.8795  -0.1966  0.081

The calculation puts the energy at -145674.5343 eV. As for the largest force on an atom: 4.3 eV/A. Its charge is +1.



(2)
The following is a quantum chemistry calculation of a cluster of 6 separate species, C11H25F8N6O11S4 in total, from the OMol25 dataset.

Last column: Löwdin charge in e.
Cartesian coordinates (Å):
N  0.0527  0.5663  -0.3786  0.259
H  -0.5627  0.4064  -1.1859  0.071
H  0.3131  1.5764  -0.2569  0.048
H  0.9421  0.0566  -0.5085  0.068
H  -0.3902  0.2876  0.5210  0.070
C  2.9151  4.3682  -0.5386  -0.667
F  3.1518  3.6348  -1.6289  0.128
F  4.1073  4.6071  0.0304  0.119
F  2.3732  5.5168  -0.8801  0.159
S  1.8494  3.4015  0.7026  0.673
O  2.4393  2.0787  0.7142  -0.313
O  1.9776  4.1188  1.9436  -0.273
N  0.3691  3.3289  -0.1349  -0.321
S  -0.6332  4.2096  0.6277  0.563
O  -1.2275  3.4914  1.7498  -0.315
O  -0.2062  5.5797  0.8636  -0.305
C  -2.0747  4.3552  -0.6085  -0.678
F  -3.1451  4.7187  0.0738  0.153
F  -1.7235  5.2932  -1.4858  0.132
F  -2.2815  3.2230  -1.2522  0.152
N  -3.7533  -1.2730  -3.4253  -0.236
S  -3.4513  0.0799  -2.6634  0.459
O  -4.1339  1.3134  -2.9364  -0.275
O  -2.0789  0.0951  -2.1858  -0.347
F  -4.1612  -0.3786  -1.2662  -0.227
S  -3.1406  -0.6242  -4.9210  0.529
O  -1.7285  -0.7264  -5.0637  -0.282
O  -3.9007  0.4402  -5.5153  -0.284
F  -3.6632  -1.8819  -5.7664  -0.220
C  -1.6290  -4.0325  1.5703  -0.014
C  -1.8796  -3.6042  0.1327  -0.552
O  -3.0079  -3.4986  -0.2961  0.058
N  -0.7496  -3.2791  -0.5494  0.019
C  -0.7102  -2.6655  -1.8607  -0.058
H  -2.3845  -3.6044  2.2333  0.077
H  -0.6419  -3.7470  1.9320  0.061
H  -1.8598  -5.0830  1.7657  0.075
H  0.1218  -3.5099  -0.1090  0.100
H  -0.3772  -1.6411  -1.7561  0.046
H  -1.6921  -2.7049  -2.3273  0.075
H  -0.0381  -3.1717  -2.5569  0.084
C  -2.4083  0.7190  3.4316  0.008
C  -1.0702  0.0785  3.2340  -0.512
O  -0.5802  0.0153  2.1129  0.023
N  -0.4094  -0.2542  4.3636  0.017
C  0.8264  -1.0206  4.4169  -0.062
H  -3.1804  -0.0060  3.6904  0.087
H  -2.6695  1.1351  2.4602  0.085
H  -2.3380  1.5704  4.1074  0.091
H  -0.9553  -0.2316  5.2077  0.133
H  1.5720  -0.4293  4.9481  0.081
H  1.1611  -1.3121  3.4257  0.080
H  0.6764  -1.9363  4.9928  0.077
C  3.1160  -3.2921  -1.2502  0.002
C  3.1625  -1.8319  -0.9376  -0.531
O  2.1760  -1.1125  -1.0402  0.030
N  4.3813  -1.3849  -0.5793  0.007
C  4.6294  0.0213  -0.2610  -0.047
H  4.1105  -3.7398  -1.2609  0.074
H  2.8572  -3.3745  -2.3116  0.095
H  2.3687  -3.8812  -0.7264  0.075
H  5.0827  -2.0547  -0.3229  0.124
H  4.0037  0.2130  0.6079  0.074
H  4.4293  0.6341  -1.1356  0.092
H  5.6715  0.1537  0.0238  0.084

The calculation puts the energy at -108358.2364 eV. As for the largest force on an atom: 6.0 eV/A. Its charge is -1.